No. 1
{"formula": "C22H30AuBF2N3O3SSi", "method": "the ωB97M-V functional and the def2-TZVPD basis", "species": ["Au", "C", "C", "C", "C", "C", "C", "C", "C", "C", "S", "C", "N", "H", "H", "H", "H", "H", "H", "H", "H", "F", "B", "F", "C", "C", "C", "C", "C", "C", "O", "N", "C", "O", "N", "C", "O", "H", "H", "H", "H", "H", "H", "H", "H", "H", "H", "H", "C", "Si", "C", "C", "C", "H", "H", "H", "H", "H", "H", "H", "H", "H", "H", "H"], "positions_angstrom": [[-0.754, 1.564, -1.144], [1.212, -0.682, -3.273], [-0.211, -0.732, -3.728], [-0.631, -1.736, -4.637], [-1.934, -1.781, -5.021], [-2.850, -0.824, -4.526], [-4.208, -0.822, -4.920], [-5.045, 0.131, -4.416], [-4.567, 1.097, -3.514], [-3.253, 1.137, -3.097], [-2.760, 2.401, -1.986], [-2.358, 0.141, -3.618], [-1.052, 0.147, -3.240], [1.863, -1.239, -3.947], [1.282, -1.127, -2.268], [1.539, 0.355, -3.239], [0.092, -2.454, -5.001], [-2.291, -2.540, -5.707], [-4.556, -1.579, -5.612], [-6.091, 0.151, -4.699], [-5.256, 1.836, -3.124], [2.982, 0.918, -1.186], [2.597, 2.121, -1.534], [2.759, 2.575, -2.757], [-1.025, 3.921, 3.401], [-0.427, 2.659, 4.007], [0.631, 1.999, 3.105], [1.165, 0.702, 3.773], [2.188, -0.052, 2.936], [1.804, 2.941, 2.962], [2.379, 3.451, 3.894], [2.214, 3.205, 1.667], [1.636, 2.647, 0.565], [2.228, 3.047, -0.573], [0.610, 1.889, 0.544], [-0.038, 1.600, 1.793], [-1.097, 1.054, 1.786], [-1.762, 4.360, 4.074], [-1.530, 3.708, 2.458], [-0.260, 4.681, 3.221], [-1.203, 1.914, 4.182], [0.052, 2.878, 4.962], [0.294, 0.069, 3.954], [1.580, 0.993, 4.740], [1.743, -0.434, 2.012], [2.561, -0.915, 3.486], [3.053, 0.571, 2.688], [3.018, 3.800, 1.537], [0.048, -2.786, 2.769], [0.835, -2.879, 1.006], [0.007, -4.453, 0.318], [2.645, -3.334, 1.420], [0.724, -1.505, -0.121], [0.098, -3.734, 3.314], [-1.002, -2.491, 2.689], [0.548, -2.026, 3.382], [0.084, -5.297, 1.008], [0.457, -4.734, -0.637], [-1.055, -4.265, 0.137], [2.700, -4.202, 2.083], [3.153, -2.504, 1.920], [3.204, -3.553, 0.507], [1.417, -0.670, -0.085], [-0.186, -1.312, -0.689]], "charge": -1, "homo_ev": -2.41, "multiplicity": 1, "gap_ev": 4.52}

***

No. 2
{"formula": "C22H30Br3N4O3Zr", "method": "the ωB97M-V functional and the def2-TZVPD basis", "species": ["Zr", "Br", "C", "C", "C", "C", "C", "N", "C", "O", "O", "H", "H", "H", "Br", "C", "Br", "H", "H", "C", "N", "C", "C", "C", "C", "C", "C", "C", "C", "H", "H", "H", "H", "H", "H", "H", "H", "H", "H", "H", "H", "H", "C", "N", "C", "C", "C", "N", "C", "C", "O", "H", "H", "H", "H", "H", "H", "H", "H", "H", "H", "H", "H"], "positions_angstrom": [[1.001, 0.498, -0.753], [-1.414, -0.535, 2.184], [0.177, 0.354, 2.649], [0.541, 0.523, 3.973], [1.730, 1.182, 4.250], [2.528, 1.654, 3.212], [2.068, 1.460, 1.937], [0.913, 0.815, 1.642], [2.703, 1.738, 0.603], [3.692, 1.158, 0.213], [1.820, 2.285, -0.233], [-0.094, 0.150, 4.764], [2.037, 1.324, 5.278], [3.467, 2.159, 3.395], [1.901, 2.117, -3.487], [3.432, 0.966, -3.391], [2.869, -0.713, -2.562], [4.187, 1.399, -2.747], [3.788, 0.730, -4.387], [-3.629, 2.481, 0.252], [-3.072, 3.515, -0.669], [-3.087, 4.874, -0.037], [-1.695, 3.154, -1.164], [-1.700, 1.933, -2.057], [-2.498, 1.950, -3.192], [-2.538, 0.864, -4.063], [-1.746, -0.244, -3.819], [-0.912, -0.250, -2.706], [-0.879, 0.820, -1.795], [-4.652, 2.747, 0.506], [-3.017, 2.465, 1.152], [-3.605, 1.514, -0.243], [-3.685, 3.553, -1.486], [-2.415, 4.863, 0.818], [-4.099, 5.099, 0.288], [-2.758, 5.610, -0.766], [-1.075, 3.014, -0.279], [-1.327, 4.028, -1.703], [-3.094, 2.824, -3.441], [-3.178, 0.895, -4.934], [-1.768, -1.091, -4.492], [-0.290, -1.133, -2.555], [-1.366, -2.894, -0.307], [-0.180, -3.289, 0.448], [-0.239, -4.621, 1.080], [0.734, -4.695, 2.235], [2.104, -4.271, 1.758], [2.029, -2.954, 1.098], [3.308, -2.260, 0.940], [0.928, -2.569, 0.460], [0.934, -1.428, -0.199], [-2.248, -3.113, 0.292], [-1.430, -3.464, -1.236], [-1.351, -1.832, -0.530], [-0.023, -5.381, 0.325], [-1.262, -4.771, 1.418], [0.775, -5.713, 2.618], [0.401, -4.048, 3.049], [2.524, -4.997, 1.057], [2.797, -4.175, 2.591], [3.901, -2.433, 1.835], [3.178, -1.191, 0.827], [3.860, -2.648, 0.083]], "charge": 3, "homo_ev": -17.41, "multiplicity": 1, "gap_ev": 8.16}

***

No. 3
{"formula": "C22H30BrN6NiOPS2", "method": "the ωB97M-V functional and the def2-TZVPD basis", "species": ["Ni", "Br", "C", "C", "C", "C", "C", "C", "C", "C", "C", "C", "H", "H", "H", "H", "H", "H", "C", "N", "C", "C", "C", "N", "C", "O", "N", "H", "H", "H", "H", "H", "H", "H", "C", "P", "C", "C", "H", "H", "H", "H", "H", "H", "H", "H", "H", "S", "C", "N", "C", "N", "C", "S", "N", "C", "H", "H", "H", "H", "H", "H", "H", "H"], "positions_angstrom": [[1.252, 0.243, 0.258], [4.564, 0.145, 0.560], [4.294, 2.001, 0.256], [5.305, 2.825, 0.662], [5.286, 4.190, 0.311], [4.299, 4.665, -0.500], [3.244, 3.827, -0.936], [2.271, 4.319, -1.836], [1.259, 3.511, -2.257], [1.117, 2.216, -1.711], [2.006, 1.690, -0.799], [3.168, 2.464, -0.484], [6.138, 2.417, 1.221], [6.088, 4.838, 0.653], [4.304, 5.703, -0.835], [2.368, 5.341, -2.198], [0.534, 3.870, -2.985], [0.249, 1.637, -2.008], [-3.725, 0.968, -1.319], [-2.723, 1.386, -0.327], [-3.003, 2.316, 0.623], [-2.085, 2.710, 1.517], [-0.788, 2.120, 1.433], [-0.524, 1.180, 0.525], [-1.475, 0.754, -0.363], [-1.265, -0.127, -1.207], [0.186, 2.521, 2.243], [-4.520, 1.709, -1.359], [-4.146, -0.004, -1.061], [-3.258, 0.890, -2.293], [-4.006, 2.715, 0.610], [-2.311, 3.453, 2.272], [-0.021, 3.164, 2.982], [1.039, 1.959, 2.292], [2.539, -2.927, 1.112], [1.921, -1.994, -0.319], [0.499, -2.994, -0.884], [3.152, -2.293, -1.637], [2.817, -3.951, 0.845], [1.760, -2.947, 1.878], [3.402, -2.409, 1.537], [0.784, -4.022, -1.105], [0.087, -2.522, -1.782], [-0.270, -2.982, -0.096], [3.283, -3.358, -1.834], [4.111, -1.858, -1.356], [2.811, -1.798, -2.550], [1.337, -1.368, 4.618], [1.536, -0.519, 3.271], [1.676, 0.088, 2.259], [-5.481, -3.788, 0.826], [-4.184, -3.435, 1.424], [-3.303, -2.532, 0.902], [-2.331, -1.633, 1.926], [-3.257, -2.418, -0.452], [-3.424, -3.559, -1.369], [-6.225, -3.888, 1.612], [-5.450, -4.729, 0.272], [-5.810, -3.002, 0.153], [-4.108, -3.510, 2.419], [-2.630, -1.700, -0.764], [-4.442, -3.653, -1.740], [-3.149, -4.494, -0.881], [-2.771, -3.422, -2.225]], "charge": 0, "homo_ev": [-7.38, -7.38], "multiplicity": 1, "gap_ev": [7.28, 7.26]}